ORCA calculation (ωB97M-V/def2-TZVPD) on C44H64Br3HfN6O9 as an isolated structure at a distorted geometry.

XYZ file:
```
127
Properties=species:S:1:pos:R:3:forces:R:3
Hf 2.28784 0.94152 0.32577 -6.3 -5.1 0.2
Br -2.30585 5.84300 -4.99366 0.2 -0.3 0.0
Br 0.68059 4.66267 -5.43371 -0.4 0.4 0.3
Br 0.17480 7.44693 -3.90625 0.0 -0.4 0.0
O 3.06907 -1.06291 -0.27735 -1.4 4.6 1.0
O 2.23383 1.17012 -2.25724 -0.1 0.4 0.8
O -3.40711 5.81071 1.37605 0.2 -0.4 -0.1
O 3.70410 1.33584 -3.81913 -0.1 0.1 0.2
O -4.68189 5.50614 -0.32232 0.2 -0.4 -0.1
O 1.03216 4.90302 1.06834 0.1 -0.2 0.0
O 1.39521 0.19838 2.31144 1.6 2.7 -2.9
O 1.38744 2.84285 1.55339 1.1 -1.0 -0.4
O 0.26089 1.18053 -0.43937 4.5 -0.4 0.8
N -2.90040 -2.42222 -5.43626 -0.5 0.0 0.0
N 1.27921 -1.00574 2.93226 0.7 -2.0 -0.1
N 0.87687 3.94616 1.77665 -0.3 0.5 -0.3
N 2.90461 -2.34977 -0.67667 -0.8 -0.8 1.1
N -4.13592 5.11370 0.68977 -0.3 0.8 0.3
N 2.56611 1.22694 -3.44357 0.6 -0.1 -0.4
C 3.74206 -3.25736 0.11609 0.4 -1.3 0.2
C 5.22665 -2.96552 -0.11586 0.5 -0.7 -0.2
C -1.23019 -0.73728 3.07874 -0.6 0.0 -0.4
C 0.82140 0.13371 -6.52080 -0.5 0.0 0.3
C 0.03659 4.04035 2.94749 0.0 0.8 1.1
C -1.88533 0.37532 -1.17460 0.3 -0.6 0.3
C 1.89148 -1.02921 4.27035 0.0 0.8 0.6
C -0.81594 1.15514 -5.03314 1.2 0.0 0.1
C 3.46547 -4.71681 -0.30786 0.0 -0.1 -0.7
C -0.13027 -2.98785 3.35245 -0.9 0.0 0.7
C 2.35814 -2.55770 -2.02110 -0.1 0.4 -0.3
C 3.38397 -3.21881 1.61182 -0.1 0.7 -0.7
C 1.52092 1.06772 -4.43678 -0.8 -0.8 -0.1
C -4.21988 2.07063 2.83644 -0.4 -0.5 -0.3
C -1.47655 2.82404 -0.87085 -0.7 0.1 -0.2
C -5.80500 1.79904 1.03049 0.5 0.2 0.0
C -3.97761 -2.03820 -3.52775 0.7 -0.1 0.0
C -0.53135 5.68059 -4.26895 0.3 0.2 -0.4
C 2.25320 -4.05260 -2.34121 0.9 -0.1 0.3
C -4.90240 -2.43760 -4.51055 -0.6 -0.2 -0.3
C -0.20901 2.93250 3.73389 0.0 -0.8 -0.6
C 3.44392 -4.85151 -1.81057 -0.7 -0.7 -0.6
C -5.19597 1.31279 2.17925 0.1 0.0 -0.1
C -0.35544 5.31182 3.37672 0.2 0.3 -0.7
C 0.93463 -1.96223 -2.11764 0.3 -0.6 0.0
C -0.15552 -1.91845 1.17325 -0.1 0.3 -0.2
C 3.27890 -1.90354 -3.06780 -0.4 -0.1 0.5
C 3.39682 -0.71611 4.15978 -0.6 -0.7 -1.5
C -1.11265 5.43212 4.51381 -1.0 -0.7 0.4
C 1.82731 0.40620 -5.61081 0.7 -0.1 -0.6
C -4.23237 -2.65381 -5.68663 0.3 -0.3 0.3
C 1.77144 -2.42904 4.87465 -1.4 -0.1 0.4
C -5.41482 3.03718 0.52110 -0.4 -0.5 -0.3
C -1.11478 1.41884 -0.39394 -0.6 0.7 0.5
C -0.48046 0.49889 -6.21695 -0.9 0.3 0.0
C -1.48987 4.29025 5.23931 1.0 0.6 0.0
C 0.34112 -3.00695 4.80090 1.1 -0.2 -0.8
C -4.46618 3.77166 1.19206 -0.4 0.2 0.3
C -2.73865 -2.05776 -4.12950 0.3 0.3 -0.1
C -0.96698 3.05501 4.88748 -0.2 0.0 0.0
C 1.22928 0.01210 5.20962 -0.1 -0.6 -0.3
C -0.02651 -1.61774 2.67772 -0.5 0.0 -0.5
C 0.20810 1.38640 -4.12592 -0.1 0.7 0.5
C -3.90675 3.33448 2.37998 1.1 -0.4 -0.3
H 3.71038 -1.31828 3.29740 0.4 0.2 0.5
H -6.50624 1.19240 0.47590 -0.1 0.0 0.1
H -1.79505 1.55504 -4.81606 -0.2 -0.3 -0.1
H -3.05589 3.84326 2.81495 -0.3 0.4 0.1
H -1.11363 -2.41587 1.00176 0.0 -0.1 0.0
H -3.65042 1.62101 3.63901 -0.1 0.2 0.2
H 5.84491 -3.81917 0.18259 -0.2 0.1 0.5
H 1.46000 -0.23942 6.24417 0.2 0.4 0.1
H -1.63459 -0.60840 -0.77129 -0.3 0.0 0.0
H -1.28771 0.28906 -6.91001 0.1 0.0 -0.1
H 0.63134 -2.57846 0.81754 0.2 0.0 0.1
H 3.29195 -2.17840 1.92078 0.0 -0.4 0.0
H 3.46857 -0.88003 -2.76688 0.3 0.0 0.0
H -2.04782 4.47746 6.14693 -0.2 -0.4 0.0
H 4.11756 -3.74721 2.21866 0.2 0.1 -0.1
H -0.34312 -2.47559 5.46232 0.0 0.1 0.0
H 4.17401 -5.42224 0.12931 0.3 0.4 0.2
H 2.42088 -3.70033 1.75870 -0.1 0.1 0.1
H 2.76703 -1.91464 -4.02831 0.2 0.0 -0.2
H -0.05081 6.17695 2.80402 -0.1 0.0 0.0
H -1.08485 0.31171 2.81769 0.3 0.0 0.2
H -1.41902 2.95279 -1.95658 0.7 0.1 0.1
H 0.19469 -2.63827 -1.68181 0.1 0.0 0.1
H -1.55463 -0.84336 4.11417 0.3 0.1 0.1
H -4.20345 -1.82808 -2.49603 0.1 0.1 0.0
H 3.23861 -5.88575 -2.10965 0.2 -0.1 0.2
H -5.84174 3.38225 -0.40993 0.1 0.2 0.1
H 1.35049 -4.46403 -1.88740 -0.1 0.0 -0.1
H -2.95593 0.54310 -1.05835 0.0 0.0 -0.2
H 3.95976 -1.08039 5.01258 0.0 0.5 0.3
H -1.12999 2.18098 5.50403 -0.1 0.0 -0.1
H -2.54860 2.99604 -0.71672 0.0 -0.2 0.3
H 2.22905 -4.21395 -3.42046 -0.4 0.3 0.0
H 0.32152 -3.76477 2.73549 0.5 0.1 0.2
H -1.19022 -3.26942 3.37575 0.0 0.2 -0.3
H 5.45364 -2.93323 -1.18372 -0.2 0.6 0.0
H 0.40216 -4.04876 5.12019 -0.2 0.1 0.2
H -1.60149 0.33298 -2.22741 -0.1 0.3 0.0
H -2.10081 -1.01910 2.47576 0.1 -0.2 0.1
H 0.71904 -1.93216 -3.18874 -0.3 0.5 0.1
H -4.56854 -3.07813 -6.61664 0.0 0.2 -0.1
H -5.44407 0.31357 2.51265 0.0 0.0 0.2
H 1.95994 -2.34297 5.94655 0.7 0.0 -0.1
H -2.14459 -2.54652 -6.08313 0.0 0.0 -0.1
H -0.97590 3.61142 -0.30721 0.3 0.0 -0.3
H -0.15261 -1.03490 0.53158 0.1 0.1 0.3
H -1.73677 -1.79956 -3.82281 -0.1 0.0 0.4
H 2.48996 -5.06477 0.04604 -0.1 0.3 0.1
H 4.37910 -4.60953 -2.31974 0.0 0.3 0.2
H 0.01369 1.89214 -3.18679 0.0 -0.1 0.0
H -1.45126 1.40090 0.65507 0.1 -0.3 0.0
H -0.58797 5.12445 -3.34462 0.0 0.1 0.1
H 0.82095 -1.01384 -1.59783 0.1 0.2 -0.5
H 2.45147 -3.14561 4.41396 0.2 0.2 0.0
H 5.58961 -2.08387 0.40765 -0.1 0.1 -0.2
H -1.53837 6.35706 4.87711 0.4 0.3 -0.3
H 0.14977 1.96663 3.39023 0.1 0.0 0.2
H 4.21766 -2.45297 -3.10329 0.1 0.1 -0.2
H 0.14804 -0.04291 5.09680 -0.1 0.1 0.1
H 0.99616 -0.38919 -7.44972 0.3 0.0 0.0
H 3.57773 0.31429 3.85833 0.1 0.2 0.6
H 1.56719 1.00913 4.93373 0.0 0.1 0.2
H -5.94933 -2.62960 -4.33788 0.0 0.1 -0.1
H 2.83606 0.09046 -5.84265 0.1 0.1 0.2
```
Positions in Å, forces in eV/Å.

Output
HOMO-LUMO gap: 4.9 eV
total energy: -10490.15219 hartree
max |F|: 8.12 eV/Å
net charge: +1